{"formula": "C24H45IIrP2", "method": "the ωB97M-V functional and the def2-TZVPD basis", "energy_ha": -2024.5972, "s2": 8.770, "de_lowest_kcal_mol": 442.2, "orbital_gap_ev": [5.89, 3.86], "multiplicity": 6, "charge": 2, "species": ["Ir", "C", "C", "C", "C", "C", "C", "H", "H", "H", "C", "H", "H", "H", "C", "H", "H", "H", "C", "H", "H", "H", "C", "H", "H", "H", "C", "C", "C", "C", "C", "C", "C", "C", "H", "H", "H", "H", "H", "H", "H", "H", "H", "H", "H", "H", "P", "C", "H", "H", "H", "C", "H", "H", "H", "C", "H", "H", "H", "P", "C", "H", "H", "H", "C", "H", "H", "H", "C", "H", "H", "H", "I"], "positions_angstrom": [[0.263, 0.688, 0.981], [-0.983, 2.295, -0.270], [0.335, 2.824, 0.048], [0.791, 0.957, -1.218], [-0.667, 1.112, -1.109], [1.412, 2.076, -0.475], [-2.323, 3.017, -0.127], [-2.409, 3.558, 0.814], [-3.176, 2.339, -0.194], [-2.440, 3.751, -0.935], [-1.592, 0.401, -2.099], [-2.582, 0.853, -2.115], [-1.667, -0.674, -1.908], [-1.219, 0.505, -3.123], [1.417, 0.262, -2.430], [1.129, 0.779, -3.352], [1.072, -0.770, -2.524], [2.508, 0.283, -2.415], [2.889, 2.488, -0.522], [3.014, 3.555, -0.325], [3.320, 2.297, -1.509], [3.490, 1.949, 0.210], [0.554, 4.419, 0.659], [0.619, 5.007, -0.011], [1.411, 4.325, 1.414], [-0.351, 4.568, 1.400], [-0.842, -0.133, 2.725], [-1.214, 1.263, 2.547], [-0.748, 2.310, 3.691], [0.951, 2.258, 3.881], [1.625, 1.605, 2.484], [1.846, 0.207, 2.400], [1.437, -0.749, 3.516], [-0.021, -0.622, 3.900], [-1.144, 2.245, 4.515], [1.155, 1.766, 4.646], [-0.942, 3.376, 3.199], [-0.160, 0.006, 4.781], [-1.485, -0.929, 2.363], [-2.096, 1.596, 2.051], [-0.386, -1.606, 4.221], [1.620, -1.771, 3.180], [2.906, 0.139, 2.164], [2.073, -0.605, 4.392], [1.255, 3.309, 3.856], [2.352, 2.286, 2.106], [-4.466, -1.751, -1.494], [-5.923, -1.627, -2.694], [-6.798, -2.169, -2.325], [-5.669, -2.063, -3.662], [-6.219, -0.587, -2.848], [-4.535, -3.637, -1.489], [-5.561, -4.001, -1.398], [-3.961, -4.055, -0.659], [-4.116, -4.029, -2.419], [-5.598, -1.498, 0.000], [-6.482, -2.138, -0.054], [-5.937, -0.460, 0.046], [-5.089, -1.731, 0.937], [3.594, -2.540, -2.115], [5.337, -1.910, -2.432], [6.033, -2.737, -2.588], [5.692, -1.324, -1.580], [5.358, -1.278, -3.322], [4.110, -3.832, -0.834], [4.942, -4.444, -1.190], [3.272, -4.500, -0.621], [4.435, -3.372, 0.100], [3.606, -3.838, -3.492], [4.429, -4.546, -3.378], [3.723, -3.383, -4.476], [2.670, -4.403, -3.483], [0.157, 3.034, 1.982]], "forces_ev_per_angstrom": [[0.8311, -5.4156, -0.1821], [-0.6187, -1.1339, -3.0181], [0.0667, 3.7947, -2.9502], [-0.5406, 1.6756, -0.5263], [0.2504, 0.5920, -0.4497], [1.3678, -0.7653, -2.1582], [0.6412, -0.3045, -0.4063], [-0.0938, 0.0739, 0.1172], [0.1919, -0.1278, 0.0600], [0.0610, -0.1160, 0.0772], [0.2383, 0.3171, 0.5859], [-0.0440, -0.2551, 0.2901], [-0.1566, 0.2907, 0.0965], [0.2963, 0.1337, 0.1949], [-0.1033, -0.0605, 0.7417], [-0.2524, 0.1983, 0.2635], [0.2368, 0.1484, 0.1090], [-0.1678, -0.2190, 0.2777], [-0.8353, -0.2324, 0.1624], [-0.0700, -0.0023, -0.0214], [-0.1756, -0.0449, 0.1403], [0.1123, -0.1228, -0.0179], [0.6885, -2.8573, 2.5310], [1.0032, 8.1140, -8.8862], [0.2922, 2.2239, -2.3733], [0.4821, 3.3215, -3.0439], [-0.3069, 0.6463, -0.5718], [-0.3632, -0.4813, 3.4684], [3.4883, -1.5326, -5.8337], [-2.3043, 2.5851, -6.3665], [0.2265, 0.0074, 4.4803], [0.8327, -0.9437, 0.4507], [0.3814, -0.0312, -0.2555], [-0.2695, -0.0966, 0.1682], [-4.2433, -0.8621, 8.8510], [1.8892, -4.2828, 6.9479], [-2.8745, -0.8397, 4.6604], [-0.0105, 0.1699, -0.0677], [-0.3509, 0.4098, -0.4638], [-0.8270, -0.1555, -0.0634], [-0.0292, 0.2682, -0.2026], [0.1166, 0.1117, -0.1187], [-0.1242, -0.9321, -0.8759], [0.2328, 0.0193, -0.0458], [0.5676, -0.3104, 1.3740], [1.3469, 0.0553, -0.0979], [-2.4232, -1.3086, 0.1402], [0.5237, 0.3062, -0.1378], [0.2164, 0.0034, 0.1814], [0.1177, 0.1376, 0.0089], [0.0710, -0.0200, -0.0493], [0.4331, 0.3682, 0.1290], [0.0261, 0.2075, -0.0160], [0.0685, 0.0458, -0.0310], [0.0113, 0.0839, 0.0669], [0.5653, 0.0582, -0.0518], [0.1305, 0.0172, -0.1549], [0.0578, -0.0298, -0.0335], [0.0934, 0.0525, 0.0102], [1.7348, -1.9115, -0.2445], [-0.4802, 0.0955, 0.0484], [-0.1339, -0.0085, 0.0253], [-0.0424, 0.0214, -0.0410], [-0.0168, 0.0195, 0.0589], [-0.3044, 0.4659, 0.0989], [-0.0887, 0.1525, -0.1578], [0.0183, 0.0889, 0.0157], [-0.1307, 0.0778, 0.0504], [-0.3306, 0.4956, 0.0091], [-0.0146, 0.1592, 0.2069], [-0.1665, 0.1275, 0.0125], [0.0522, 0.0797, -0.0145], [-1.0687, -2.8172, 2.8181]], "mulliken_spin": [1.543, 0.402, 0.164, 0.195, 0.004, 0.278, -0.012, -0.008, 0.009, 0.016, -0.010, 0.001, 0.002, 0.007, 0.055, 0.002, -0.003, 0.005, 0.001, -0.003, 0.007, 0.010, 0.237, 0.042, 0.016, 0.071, 0.214, 0.161, 0.027, 0.123, 0.283, 0.084, 0.017, 0.043, -0.004, 0.025, 0.158, 0.002, -0.005, -0.020, 0.006, 0.006, -0.009, 0.004, 0.034, 0.014, 0.001, 0.000, 0.000, 0.000, 0.000, 0.000, 0.000, 0.000, 0.000, 0.000, 0.000, 0.000, 0.000, 0.002, 0.000, 0.000, 0.000, 0.000, 0.000, 0.000, 0.000, 0.000, 0.000, 0.000, 0.000, 0.000, 0.802]}